This record from OMol25 describes a cluster of 2 separate species, C22H36O8S in total at a distorted geometry. The level of theory is ωB97M-V/def2-TZVPD.

Each line ends with the Löwdin charge.
CARTESIAN COORDINATES (ANGSTROEM)
C  4.8653  1.1910  0.9977  -0.115
C  4.3766  1.8480  -0.2903  -0.247
C  3.1899  1.1547  -0.9902  -0.168
C  2.0104  0.8157  -0.0725  -0.289
C  1.5646  2.1091  0.6871  -0.036
C  0.8050  0.2711  -0.7976  -0.042
C  -0.0176  -0.6730  -0.3070  -0.045
C  0.0538  -1.4991  0.9582  -0.292
C  0.3313  -0.7744  2.2823  -0.052
C  0.9401  -2.7504  0.7457  -0.150
C  2.3762  -2.4659  0.3136  -0.228
C  3.3644  -2.4450  1.5059  -0.102
C  -1.2137  -1.0374  -1.1503  -0.252
O  -1.6730  -2.1506  -1.2098  0.149
C  -1.8300  0.0956  -1.9024  -0.134
O  -3.1957  0.1291  -2.0140  -0.022
C  -3.8196  1.2123  -1.3524  -0.151
C  -4.6588  0.7725  -0.1252  -0.308
C  -4.6097  -0.7374  0.1324  -0.042
C  -4.2558  1.5941  1.1108  -0.405
C  -5.1771  1.3060  2.3035  -0.089
C  -2.8071  1.3537  1.5469  -0.069
C  -1.0048  1.0085  -2.4022  -0.169
O  -1.4037  2.1158  -3.0960  0.071
C  0.4552  0.8076  -2.1660  -0.245
O  1.2312  1.0539  -3.0520  0.150
H  5.5058  0.3403  0.7721  0.074
H  5.4941  1.9004  1.5473  0.058
H  4.0620  0.9103  1.6736  0.044
H  5.1885  1.8400  -1.0194  0.102
H  4.1082  2.8949  -0.1292  0.086
H  2.8301  1.8691  -1.7280  0.101
H  3.5088  0.2807  -1.5640  0.099
H  2.3730  0.1239  0.6799  0.089
H  1.7291  2.9806  0.0530  0.077
H  2.1735  2.2192  1.5850  0.068
H  0.5178  2.0293  0.9719  0.057
H  -0.9579  -1.9037  1.0640  0.119
H  -0.0579  -1.4073  3.0841  0.073
H  -0.2022  0.1747  2.3416  0.053
H  1.3933  -0.6450  2.4851  0.065
H  0.4438  -3.3088  -0.0510  0.106
H  0.9160  -3.3883  1.6358  0.103
H  2.6759  -3.3067  -0.3089  0.099
H  2.4465  -1.6137  -0.3469  0.061
H  4.2549  -3.0334  1.2849  0.059
H  3.6788  -1.4439  1.8128  0.032
H  2.9039  -2.9024  2.3869  0.051
H  -4.4810  1.6962  -2.0746  0.125
H  -3.0959  1.9691  -1.0525  0.113
H  -5.7029  1.0334  -0.3293  0.125
H  -4.7399  -1.2695  -0.8043  0.087
H  -3.6656  -1.0252  0.5874  0.073
H  -5.4301  -1.0094  0.7968  0.071
H  -4.3631  2.6616  0.8890  0.132
H  -6.2234  1.3418  1.9978  0.073
H  -4.9498  0.3237  2.7168  0.073
H  -5.0003  2.0382  3.0923  0.070
H  -2.6714  0.3633  1.9774  0.074
H  -2.0887  1.5350  0.7485  0.069
H  -2.5653  2.0628  2.3439  0.081
H  -0.8539  2.1475  -3.8924  0.118
O  1.4602  -3.5601  -2.5433  -0.466
S  2.1884  -2.5652  -3.3909  0.209
O  3.2334  -3.2470  -4.1995  -0.485
O  2.8392  -1.5606  -2.4738  -0.463
O  1.2266  -1.8515  -4.2760  -0.473

Output
LUMO level ... 4.0766 eV
Total charge ... -2
Max |F| ... 1.47 eV Å⁻¹



This record from OMol25 describes a structure of composition C22H37AuN3O4S3Si2Te at a distorted geometry. The level of theory is ωB97M-V/def2-TZVPD.

Each line ends with the Löwdin spin population.
CARTESIAN COORDINATES (ANGSTROEM)
Au  0.3274  0.7103  -0.8024  0.014
C  -0.4244  -3.0562  -6.6845  0.048
C  -0.2667  -2.8178  -5.2266  0.268
C  0.9640  -3.0145  -4.5871  0.009
C  1.1615  -2.6212  -3.2991  0.223
C  0.1441  -1.8182  -2.5857  0.064
C  -1.1993  -1.9620  -3.1670  0.199
C  -1.3578  -2.3795  -4.4469  -0.002
S  0.0918  -2.3889  -0.8107  0.026
O  1.4757  -2.3149  -0.3292  0.008
O  -0.5265  -3.6797  -0.7481  0.007
N  -0.6440  -1.3027  0.1446  0.002
C  -2.0161  -1.3090  0.2675  0.000
C  -2.7607  -0.2426  -0.8131  -0.001
O  -3.9074  -0.5505  -0.9961  -0.001
O  -2.0234  0.6464  -1.2128  0.004
H  0.4094  -3.6318  -7.0794  0.001
H  -0.4455  -2.0917  -7.1970  0.019
H  -1.3597  -3.5682  -6.8974  0.009
H  1.7715  -3.4852  -5.1311  -0.005
H  2.1020  -2.7966  -2.7919  0.011
H  -2.0421  -1.6211  -2.5893  0.010
H  -2.3458  -2.3849  -4.8818  -0.005
H  -2.3283  -0.8858  1.2261  0.001
H  -2.4736  -2.2777  0.0659  0.000
C  2.1923  2.3142  3.8542  0.000
N  1.9568  1.0205  3.2791  0.000
C  2.5100  -0.1603  3.7125  0.000
C  1.9906  -1.1595  2.9607  0.000
N  1.1225  -0.5859  2.0739  0.001
C  1.1145  0.7472  2.2581  0.000
S  0.2572  1.9019  1.3709  0.002
H  3.1773  2.6858  3.5681  0.000
H  2.1268  2.2508  4.9411  0.000
H  1.4327  3.0011  3.4842  0.000
H  3.2252  -0.1721  4.5074  0.000
H  2.1693  -2.2145  2.9597  0.000
H  0.5260  -1.0560  1.3715  0.000
S  0.2887  0.6588  -3.8250  0.027
C  0.6930  -0.4102  -2.6200  0.043
C  7.0772  -1.0312  0.6489  0.000
Si  5.4101  -1.2853  -0.2562  0.000
C  4.5343  -2.8204  0.4569  0.000
C  5.8436  -1.5737  -2.1022  0.001
C  4.2468  0.1976  0.0513  0.004
Te  2.6858  -0.3539  -1.4938  0.010
C  3.4873  1.1409  -2.8044  0.002
Si  3.5946  2.9985  -2.3434  0.000
C  5.3725  3.4211  -1.7646  0.000
C  2.3683  3.4808  -0.9754  0.000
C  3.2353  3.9378  -3.9575  0.000
H  7.7082  -1.8967  0.4751  0.000
H  6.9449  -0.9316  1.7215  0.000
H  7.6095  -0.1556  0.2904  0.000
H  4.9617  -3.7449  0.0812  0.000
H  3.4816  -2.8038  0.1889  0.000
H  4.6036  -2.8514  1.5409  0.000
H  6.4165  -2.4897  -2.2163  0.000
H  6.4423  -0.7681  -2.5172  0.000
H  4.9424  -1.6696  -2.7069  0.000
H  4.6581  1.1813  -0.1364  0.000
H  3.8130  0.1631  1.0466  0.000
H  2.9167  1.0430  -3.7292  0.001
H  4.4965  0.7839  -3.0134  0.000
H  5.5314  3.2142  -0.7106  0.000
H  5.5695  4.4777  -1.9142  0.000
H  6.1236  2.8727  -2.3242  0.000
H  2.6332  3.0386  -0.0192  0.000
H  1.3672  3.1371  -1.2272  0.000
H  2.3113  4.5547  -0.8345  0.000
H  4.0115  3.7632  -4.6951  0.000
H  3.1845  5.0058  -3.7806  0.000
H  2.2921  3.6311  -4.3961  0.000

Output
LUMO level (alpha / beta) ... -2.4083 / -2.3295 eV
2S+1 ... 2
Total charge ... 0
Expectation value of S² ... 0.792
Max |F| ... 5.12 eV Å⁻¹



This record from OMol25 describes a structure of composition C22H37BN6O2PdS2Sb. The level of theory is ωB97M-V/def2-TZVPD.

Each line ends with the Löwdin charge.
CARTESIAN COORDINATES (ANGSTROEM)
Pd  -1.4537  1.5638  -1.4291  0.360
C  -5.5231  -0.0263  -0.1391  -0.042
N  -4.8123  0.9447  0.6738  -0.127
C  -4.8024  0.9933  2.0521  -0.059
C  -3.9985  2.0262  2.3896  -0.076
N  -3.5174  2.6064  1.2373  0.000
B  -2.6685  3.9274  1.2240  -0.456
N  -1.1228  3.6345  1.1453  -0.007
C  -0.3700  3.3815  2.2738  -0.073
C  0.9372  3.4049  1.9439  -0.069
N  0.9870  3.6770  0.5877  -0.135
C  2.1985  3.8621  -0.1749  -0.054
C  -0.2820  3.8087  0.1005  -0.763
S  -0.6599  4.0996  -1.5354  0.551
C  -4.0072  1.9179  0.1864  -0.697
S  -3.7315  2.1842  -1.4904  0.595
H  -6.0645  -0.6934  0.5289  0.085
H  -4.8119  -0.5937  -0.7355  0.064
H  -6.2213  0.4800  -0.8028  0.082
H  -5.3577  0.2941  2.6517  0.109
H  -3.7388  2.4154  3.3581  0.108
H  -2.9951  4.6231  0.3085  0.055
H  -2.8477  4.4297  2.3155  0.067
H  -0.8394  3.2081  3.2262  0.113
H  1.8257  3.2354  2.5275  0.113
H  2.9340  3.1148  0.1225  0.078
H  2.6116  4.8601  -0.0148  0.091
H  1.9536  3.7508  -1.2281  0.042
C  -2.0285  -0.4140  -1.2560  -0.510
H  -2.6071  -0.4362  -0.3110  -0.078
H  -2.8060  -0.4788  -2.0353  -0.097
C  -1.1174  -5.7343  -0.5191  -0.267
C  -0.4471  -4.8364  -1.5558  -0.478
Sb  -1.2942  -2.6866  -1.3613  1.319
C  0.0244  -2.1028  -3.0057  -0.435
C  1.5189  -2.3794  -2.8969  -0.198
C  -0.2333  -2.4941  0.5426  -0.425
C  1.2233  -2.9242  0.6547  -0.191
H  -0.9709  -6.8116  -0.6753  0.044
H  -2.2004  -5.5637  -0.4878  0.035
H  -0.7429  -5.5131  0.4871  0.043
H  -0.7376  -5.1386  -2.5705  0.018
H  0.6406  -4.9427  -1.4917  0.005
H  -0.1676  -1.0388  -3.1648  0.002
H  -0.3862  -2.6316  -3.8739  0.032
H  1.9793  -1.7772  -2.1083  0.026
H  2.0504  -2.1521  -3.8301  0.059
H  1.7186  -3.4239  -2.6545  0.046
H  -0.8364  -3.0991  1.2285  0.029
H  -0.3688  -1.4609  0.8629  0.013
H  1.3689  -3.9412  0.2846  0.046
H  1.5738  -2.8954  1.6934  0.060
H  1.8851  -2.2818  0.0668  0.036
O  4.7923  0.7373  3.5576  -0.041
C  4.9288  -0.3952  2.7333  -0.255
N  4.4030  -0.2048  1.3966  0.092
C  3.0596  0.0322  1.2914  -0.444
O  2.3356  -0.0401  2.2638  0.073
C  2.5260  0.3494  -0.0704  -0.136
C  3.2930  0.3541  -1.2261  -0.027
C  2.6898  0.6905  -2.4261  -0.054
C  1.3406  0.9959  -2.4241  -0.133
N  0.5917  0.9627  -1.3211  -0.013
C  1.1719  0.6463  -0.1669  -0.064
H  3.8443  0.8392  3.7091  0.074
H  4.4165  -1.2547  3.1657  0.128
H  5.9918  -0.6092  2.6522  0.124
H  5.0037  0.2470  0.7286  0.121
H  4.3396  0.0764  -1.2145  0.113
H  3.2435  0.6973  -3.3540  0.112
H  0.8240  1.2731  -3.3319  0.116
H  0.5434  0.6312  0.7111  0.124

Output
LUMO level ... 2.0477 eV
Total charge ... -1
Max |F| ... 0.38 eV Å⁻¹



Q: Look up the max |F| of the first one.
A: 1.47 eV Å⁻¹



Q: The highest max |F| belongs to which entry?
A: C22H37AuN3O4S3Si2Te



Q: max |F| of number 3 (C22H37BN6O2PdS2Sb)?
A: 0.38 eV Å⁻¹



Q: Number 3 is which compound?
A: C22H37BN6O2PdS2Sb